# C5H11BrFNO7S2

A structure of composition C5H11BrFNO7S2 at a distorted geometry (ωB97M-V/def2-TZVPD, the Open Molecules 2025 dataset).

Gap between HOMO and LUMO, eV: 9.4
Spin multiplicity: 1
E_HOMO, eV: -10.59
LUMO energy, eV: -1.162
DFT total energy, eV: -115613.27275

Structure (XYZ):
```
28
C5H11BrFNO7S2 | the Open Molecules 2025 dataset | ωB97M-V/def2-TZVPD
O 2.401 1.533 -1.005
S 2.597 0.268 -1.631
O 1.389 -0.494 -1.698
C 3.777 -0.782 -0.727
N 4.862 -0.086 -0.035
Br 5.867 0.998 -1.186
S 4.360 0.698 1.379
O 3.025 0.381 1.648
O 5.265 0.443 2.413
F 4.451 2.205 1.029
H 3.043 0.431 -2.910
H 3.267 -1.435 -0.020
H 4.258 -1.430 -1.469
C -1.621 -0.233 -1.457
C -2.681 -1.249 -1.087
O -2.949 -1.234 0.324
C -3.765 -0.267 0.742
O -4.297 0.567 0.053
O -3.887 -0.374 2.070
C -4.694 0.642 2.666
H -0.728 -0.375 -0.855
H -1.354 -0.321 -2.510
H -1.974 0.783 -1.275
H -2.326 -2.253 -1.316
H -3.600 -1.094 -1.652
H -5.667 0.706 2.183
H -4.183 1.603 2.619
H -4.834 0.367 3.709
```